Formula: C31H34N4O4S3Yb
Source: the OMol25 dataset
Level of theory: ωB97M-V/def2-TZVPD

Properties
Max |F| = 0.052 hartree/bohr
DFT total energy = -4074.96577 hartree
⟨S²⟩ = 0.751
Frontier orbital gap (spin up / spin down) = 4.2248 / 4.2193 eV
Net charge = -1
Spin multiplicity = 2
Energy relative to the best compared isomer or geometry (same formula, charge and spin) = 38.4 kcal/mol
E_HOMO (spin up / spin down) = -0.071 / -0.071 Ha

Geometry as XYZ:
```
77
C31H34N4O4S3Yb | the OMol25 dataset | ωB97M-V/def2-TZVPD
Yb -0.3655 -0.4719 0.1674
O 1.3603 -0.3151 1.6303
C 1.9610 0.2772 2.5791
C 3.2586 -0.1440 2.9915
C 3.9187 0.4472 4.0347
C 3.3387 1.5177 4.7150
C 2.0825 1.9532 4.3515
C 1.3623 1.3462 3.3226
C 0.0086 1.7502 3.0295
N -0.7421 1.4387 1.9795
C -1.9548 2.0265 2.1880
C -1.9617 2.6961 3.3698
N -0.7129 2.5176 3.8970
H 3.7045 -0.9509 2.4239
H 4.8952 0.0872 4.3436
H 3.8694 2.0047 5.5205
H 1.6586 2.8030 4.8761
H -2.7501 1.9385 1.4763
H -2.7201 3.2615 3.8716
H -0.3962 2.8429 4.7934
C 2.4200 -4.7102 1.6777
N 1.4199 -4.1863 0.7447
C 0.4656 -5.1710 0.2262
C 0.7074 -2.9893 1.2669
C -0.4190 -2.9756 2.2746
C -0.6742 -3.9393 3.2335
C -1.7188 -3.7598 4.1320
C -2.4928 -2.6186 4.0426
C -2.2202 -1.6638 3.0727
C -1.1756 -1.7746 2.1426
H 3.0008 -5.5110 1.2213
H 1.9404 -5.0760 2.5822
H 3.0957 -3.8988 1.9438
H 1.9444 -3.7290 -0.0359
H -0.0078 -5.6888 1.0568
H 0.9637 -5.8925 -0.4188
H -0.3215 -4.6313 -0.3257
H 0.2510 -2.5620 0.3438
H 1.4824 -2.2910 1.5919
H -0.0818 -4.8477 3.3165
H -1.9163 -4.5063 4.8935
H -3.3118 -2.4683 4.7410
H -2.8634 -0.7852 3.0372
C 3.2260 -0.8471 -2.8163
S 2.1235 -1.0010 -1.3658
O 0.8030 -1.3476 -1.8717
O 2.7005 -2.1132 -0.5956
O 2.1089 0.3090 -0.7446
H 3.0402 -1.6988 -3.4544
H 4.2472 -0.8354 -2.4605
H 2.9765 0.0748 -3.3201
N -0.9708 1.0958 -1.6448
S -2.0110 2.2764 -1.8452
C -1.4199 3.5387 -0.7017
C -0.1894 3.3648 -0.0624
C 0.2791 4.3317 0.7975
C -0.4690 5.4867 1.0441
C -1.6717 5.6771 0.3678
C -2.1323 4.7327 -0.5227
C -3.4826 1.6298 -0.9322
C -4.4155 2.4216 -0.2757
C -5.4539 1.8315 0.4233
C -5.5760 0.4478 0.4642
C -4.6509 -0.3419 -0.1970
C -3.6111 0.2443 -0.9003
H -0.6618 0.7346 -2.5440
H 0.4013 2.4798 -0.2602
H 1.2334 4.1875 1.2860
H -0.1032 6.2326 1.7375
H -2.2524 6.5769 0.5336
H -3.0226 4.9216 -1.1063
H -4.3329 3.4955 -0.2860
H -6.1681 2.4581 0.9413
H -6.4027 -0.0056 0.9926
H -4.7074 -1.4206 -0.1736
H -2.9107 -0.3948 -1.4281
S -1.7675 -2.5583 -0.8298
```

Atomic partial charges in e from the Löwdin method, atoms 1 to 5: Yb 1.395; O -0.234; C -0.343; C -0.012; C -0.117


Formula: C4H8O2
Source: the OMol25 dataset
Level of theory: ωB97M-V/def2-TZVPD

Properties
Max |F| = 0.030 hartree/bohr
DFT total energy = -307.64903 hartree
SMILES = C1=CCOC1.O
Frontier orbital gap = 10.4460 eV
Net charge = 0
Energy relative to the best compared isomer or geometry (same formula, charge and spin) = 39.8 kcal/mol
E_HOMO = -0.351 Ha

Geometry as XYZ:
```
14
C4H8O2 | the OMol25 dataset | ωB97M-V/def2-TZVPD
O 0.5827 -2.0763 -1.2062
C 0.1970 1.1272 -0.5715
C -1.0479 0.7475 -0.2876
C -1.0148 -0.1518 0.8988
O 0.3663 -0.3988 1.1499
C 1.1534 0.5145 0.3924
H 0.7186 -1.8358 -0.2665
H 0.5042 1.8496 -1.3131
H -0.0712 -1.3860 -1.5060
H -1.9589 1.1278 -0.7313
H -1.5285 -1.1007 0.7283
H -1.4813 0.3226 1.7701
H 1.6051 1.2817 1.0341
H 1.9751 -0.0215 -0.0914
```

Atomic partial charges in e from the Löwdin method, atoms 1 to 5: O -0.082; C -0.068; C -0.072; C -0.204; O -0.149


Formula: C2H2BrIO
Source: the OMol25 dataset
Level of theory: ωB97M-V/def2-TZVPD

Properties
Max |F| = 0.041 hartree/bohr
DFT total energy = -3024.33155 hartree
Frontier orbital gap = 9.7680 eV
Net charge = 0
Energy relative to the best compared isomer or geometry (same formula, charge and spin) = 5.6 kcal/mol
E_HOMO = -0.359 Ha

Geometry as XYZ:
```
7
C2H2BrIO | the OMol25 dataset | ωB97M-V/def2-TZVPD
C -1.7731 1.6228 0.9332
C 0.3619 -1.4869 0.0470
O -2.5067 2.0752 0.2038
Br 0.8645 -3.3269 -0.0985
I 1.9303 -0.0286 0.1868
H -0.1561 -1.2119 0.9334
H -0.3549 -1.2476 -0.8039
```

Atomic partial charges in e from the Löwdin method, atoms 1 to 5: C -0.007; C -1.184; O 0.028; Br 0.552; I 0.665


Q: Look up the DFT total energy of the second one.
A: -307.64903 hartree